# 1
An isolated molecule of C5H9NO. Source: the OMol25 dataset; level of theory: the ωB97M-V functional and the def2-TZVPD basis.

CARTESIAN COORDINATES (ANGSTROEM)
C -1.3965 -0.1495 1.2155
C 0.0504 0.2407 -0.9445
H 2.1071 0.9017 -0.8056
C 1.3662 0.3416 -0.2156
H -2.2561 0.3850 1.6299
C -1.2529 0.0804 -0.2640
C 1.9348 -1.0073 0.1349
H -2.0023 -0.4421 -0.8605
H 2.9634 -1.0012 0.5552
H 1.2503 0.9255 0.7085
H 0.1023 -0.2608 -1.9095
O 1.3391 -2.0476 -0.0153
N -0.8393 1.3875 -0.7741
H -0.5070 0.1594 1.7697
H -1.3292 1.6150 -1.6338
H -1.5370 -1.2202 1.3921

As for the structure (SMILES): C[C@H]1N[C@H]1CC=O. As for the total energy: -8867.22128 eV. The value obtained for the relative energy (zero: lowest compared OMol25 entry of this formula, charge and spin) is 1.991 eV. Its HOMO-LUMO gap is 0.392 Ha. Its net charge is 0.

# 2
A structure of composition C5H9NO. Source: the OMol25 dataset; level of theory: the ωB97M-V functional and the def2-TZVPD basis.

CARTESIAN COORDINATES (ANGSTROEM)
H 2.7657 -1.2695 -0.4957
H 0.8059 0.9795 0.6880
H 3.1020 -0.0991 0.7685
C -0.0280 -0.3954 -0.7958
O -0.6562 1.1635 2.1424
H -2.5612 -0.9230 0.4349
C 1.0330 -0.5087 0.2834
C -0.2898 0.7851 1.0621
H 2.6786 0.4574 -0.8854
C -2.3962 0.0808 0.0173
C 2.4648 -0.2859 -0.1015
H -0.4319 -1.4029 -0.9658
H -2.8950 0.8122 0.6565
H -2.8291 0.1298 -0.9860
N -0.9886 0.4122 -0.0593
H 0.2259 0.0641 -1.7636

As for the total energy: -8864.36275 eV. The value obtained for the relative energy (zero: lowest compared OMol25 entry of this formula, charge and spin) is 4.850 eV. Its HOMO-LUMO gap is 0.324 Ha. Its net charge is 0.

# 3
An isolated molecule of C5H9NO. Source: the OMol25 dataset; level of theory: the ωB97M-V functional and the def2-TZVPD basis.

CARTESIAN COORDINATES (ANGSTROEM)
H -2.8865 -2.0056 1.4695
C -2.4538 -1.7767 0.4480
H 0.5690 -0.6772 -1.1649
C 0.1182 1.3947 -0.1171
O -0.6343 -0.6188 1.2329
H 1.5339 1.7416 -1.7136
H -0.5470 0.7544 -0.9066
C 1.5221 1.2263 -0.6872
H -0.2924 2.2669 0.2402
H 0.9719 0.5487 1.5695
H -2.9261 -2.3787 -0.4773
N -1.3386 -1.1473 0.1092
C 1.3928 -0.2513 -0.4389
H 2.3342 1.6129 -0.0461
H 2.2442 -0.9326 -0.2694
C 0.3924 0.2426 0.7519

As for the structure (SMILES): C=NOC1CCC1. As for the total energy: -8864.10211 eV. The value obtained for the relative energy (zero: lowest compared OMol25 entry of this formula, charge and spin) is 5.111 eV. Its HOMO-LUMO gap is 0.392 Ha. Its net charge is 0.

# 4
An isolated molecule of C5H9NO. Source: the OMol25 dataset; level of theory: the ωB97M-V functional and the def2-TZVPD basis.

CARTESIAN COORDINATES (ANGSTROEM)
H -0.2280 2.8043 -0.0617
C -0.8798 -1.8231 -0.4199
C 0.8171 2.4761 0.0485
H 1.5168 3.1827 0.4966
H 1.1929 -1.3406 -0.0048
H -0.7527 -2.1024 -1.4711
C 0.2544 0.4093 -0.8508
H -0.8445 -2.7337 0.1856
C -0.0499 -0.4711 1.4674
O 0.4269 -1.0382 2.4191
C 0.2163 -0.8466 0.0244
H -0.7556 0.8551 -0.9208
H 0.5650 0.1293 -1.8644
H -1.8772 -1.3796 -0.3078
H -0.7764 0.3640 1.6070
N 1.2316 1.3373 -0.3112

As for the structure (SMILES): C=NC[C@H](C)C=O. As for the total energy: -8867.42808 eV. The value obtained for the relative energy (zero: lowest compared OMol25 entry of this formula, charge and spin) is 1.785 eV. Its HOMO-LUMO gap is 0.393 Ha. Its net charge is 0.